16
Properties=species:S:1:pos:R:3:forces:R:3:mulliken_charge:R:1 method="wB97M-V/def2-TZVPD" smiles="COC(=[NH2+])CON" relative_energy_ev=4.361 e_homo_ev=-14.1 orbital_gap_ev=9.7 charge=+1 energy_ha=-379.3446 spin_multiplicity=1
C 0.84234 0.39787 -0.89477 0.2 -0.7 1.5 -0.42
C -0.10920 0.74564 0.29548 -1.8 0.6 0.8 0.73
C 0.71503 -0.94254 1.74278 2.7 2.0 -1.5 -0.58
N -0.94624 -0.86896 -1.38860 -0.8 -0.6 1.7 -0.40
N -1.17789 1.54464 0.13098 2.9 1.1 -2.0 -0.28
O 0.43744 -0.89811 -1.31608 1.6 1.0 -0.2 -0.21
O -0.08000 0.28258 1.52392 0.4 -0.6 -1.4 -0.37
H 0.67539 1.22941 -1.66041 0.7 -1.2 0.8 0.31
H 1.89069 0.18447 -0.47438 -1.3 1.2 -1.1 0.28
H 1.80405 -0.59674 1.44775 -2.0 -1.3 1.0 0.27
H 0.35913 -1.68167 1.05991 -0.1 -0.5 -0.2 0.31
H 0.63986 -1.23763 2.76153 -0.1 0.1 0.7 0.29
H -1.20388 -1.83158 -1.34896 -0.4 -0.7 -0.2 0.24
H -1.52356 1.87749 0.98618 -1.1 0.4 1.4 0.31
H -1.18671 -0.49277 -2.25536 -0.6 0.5 -2.0 0.21
H -1.13645 2.28790 -0.60997 -0.2 -1.3 0.8 0.30

=====

11
Properties=species:S:1:pos:R:3:forces:R:3:mulliken_charge:R:1 method="wB97M-V/def2-TZVPD" smiles="C=C(F)/C=N/N" relative_energy_ev=1.268 e_homo_ev=-8.6 orbital_gap_ev=9.6 energy_ha=-326.6235 spin_multiplicity=1
C -0.24407 -0.10540 -0.05247 -0.3 0.0 0.1 -0.13
C 1.15336 0.35892 -0.05255 -0.2 -1.0 0.1 0.59
C 2.22081 -0.43807 -0.04736 0.2 -0.4 0.0 -0.82
H -2.59742 -0.65877 0.22776 -0.2 -1.1 0.4 0.22
H -3.09177 0.94195 0.25801 -0.3 -0.1 0.0 0.26
H -0.38773 -1.21392 -0.02837 0.0 0.8 -0.1 0.24
H 2.10900 -1.54257 -0.02714 0.0 1.0 -0.1 0.23
H 3.23220 -0.01013 -0.05085 -0.6 -0.3 0.0 0.28
N -2.46772 0.25478 -0.12797 -0.3 1.1 -0.3 -0.48
N -1.21330 0.73639 -0.06327 1.5 -0.6 -0.1 -0.15
F 1.28664 1.67683 -0.03578 0.2 0.6 -0.1 -0.24

=====

196
Properties=species:S:1:pos:R:3:forces:R:3:mulliken_charge:R:1 method="wB97M-V/def2-TZVPD" smiles=c1cc[nH]c1.c1cc[nH]c1.CCN(CC)CC.CCN(CC)CC.CCN(CC)CC.CCN(CC)CC.CCN(CC)CC.CCN(CC)CC.CCN(CC)CC.CCN(CC)CC relative_energy_ev=2.391 e_homo_ev=-8.1 orbital_gap_ev=8.5 energy_ha=-2758.9265 spin_multiplicity=1
N 7.04982 3.21753 -0.90140 0.1 1.0 -1.3 -0.02
C 7.10426 2.78831 -2.21236 -1.0 -1.8 0.2 -0.48
C 6.46729 1.51454 -2.26143 1.7 2.1 0.0 -0.36
C 6.12061 1.23634 -0.95635 -1.4 0.6 2.8 -0.43
C 6.38131 2.35350 -0.08730 0.5 -1.7 -2.3 -0.39
H 7.30699 4.16915 -0.68142 0.0 -0.3 0.3 0.22
H 7.53647 3.34538 -3.03045 0.1 0.2 0.4 0.36
H 6.36276 0.84303 -3.10081 0.1 0.2 0.0 0.38
H 5.58059 0.34936 -0.65963 0.1 0.0 0.2 0.36
H 6.23389 2.60799 0.95188 -0.1 -0.4 -0.1 0.36
N -6.89037 4.45396 3.48603 -0.1 1.3 -0.2 -0.02
C -6.42194 5.03661 4.63654 0.2 -0.8 -0.2 -0.39
C -7.45406 5.01961 5.54578 1.6 0.6 0.6 -0.39
C -8.55651 4.45159 4.92209 -1.6 0.5 -0.5 -0.41
C -8.25067 4.27800 3.59645 0.8 -1.4 -0.3 -0.47
H -6.34487 4.44442 2.63607 -0.4 -0.1 0.1 0.22
H -5.37247 5.29024 4.66275 -0.2 0.2 0.4 0.36
H -7.40474 5.45434 6.53319 0.0 -0.3 0.0 0.37
H -9.51128 4.31373 5.40770 -0.1 0.0 -0.3 0.37
H -8.77369 3.91809 2.72276 -0.3 -0.1 0.3 0.36
C 0.14467 -0.58724 -9.19160 -0.2 -1.5 -0.1 -1.03
C 0.71296 -1.72125 -10.13482 1.5 -0.1 0.5 -0.68
N 1.07928 -3.06324 -9.56335 -0.2 0.3 0.5 0.03
C -0.05636 -3.79977 -8.96586 0.3 0.9 -1.5 -0.35
C 0.29971 -5.23311 -8.70738 0.4 -0.9 0.4 -1.33
C 2.28630 -3.06800 -8.71681 0.5 0.2 -0.7 -0.26
C 3.52767 -2.76248 -9.56978 0.1 0.7 -0.4 -1.34
H -0.79150 -0.97245 -8.78748 -0.2 0.3 0.1 0.28
H -0.05030 0.37789 -9.65916 0.1 -0.3 -0.4 0.40
H 0.77106 -0.38555 -8.32266 0.3 -0.2 -0.1 0.26
H 0.14924 -1.92027 -11.04625 -0.7 0.2 0.4 0.40
H 1.66467 -1.38750 -10.54829 0.0 0.3 0.0 0.28
H -0.51637 -3.22216 -8.16408 -0.1 -0.3 0.5 0.32
H -0.75927 -3.82192 -9.79864 -0.5 0.1 0.1 0.33
H -0.54829 -5.91290 -8.62446 -0.3 0.3 0.0 0.39
H 0.88009 -5.58977 -9.55829 0.0 0.0 -0.1 0.35
H 0.91383 -5.41966 -7.82637 0.0 0.2 0.1 0.31
H 2.52080 -4.06224 -8.33650 -0.7 -0.1 0.1 0.31
H 2.14649 -2.41347 -7.85649 0.3 0.3 0.2 0.28
H 3.56848 -1.74148 -9.94924 -0.3 0.1 -0.1 0.30
H 3.49880 -3.43075 -10.43041 0.0 0.0 -0.1 0.33
H 4.51550 -2.85652 -9.11874 -0.2 -0.4 0.6 0.40
C -10.60415 -3.49716 -6.69130 -0.7 0.3 0.3 -1.34
C -10.74988 -4.99835 -6.86096 0.2 0.7 -0.7 -0.45
N -9.46388 -5.69289 -6.75036 -1.0 -0.4 -0.8 0.01
C -9.65921 -7.08173 -7.30829 0.5 -0.9 1.5 -0.67
C -10.41123 -8.08242 -6.35951 -0.2 1.2 0.0 -1.03
C -8.88437 -5.59831 -5.38331 0.1 -0.2 -0.9 -0.37
C -7.43908 -6.09139 -5.45524 -0.4 -0.5 0.3 -1.34
H -9.93035 -3.05202 -7.42338 0.4 -0.2 0.3 0.29
H -10.37072 -3.22749 -5.66129 0.5 0.1 -0.1 0.33
H -11.55578 -2.99540 -6.86667 -0.3 -0.2 -0.1 0.44
H -11.56182 -5.38414 -6.24451 0.1 -0.1 0.7 0.27
H -11.15970 -5.13611 -7.86154 0.3 -0.3 -0.3 0.40
H -8.71943 -7.55561 -7.59174 0.4 0.3 0.3 0.34
H -10.20394 -7.10361 -8.25217 -0.2 0.8 0.1 0.42
H -9.94392 -8.28109 -5.39501 0.6 -0.2 -0.3 0.26
H -10.67077 -9.01159 -6.86685 0.1 0.0 0.0 0.39
H -11.32521 -7.57699 -6.04761 -0.4 -0.2 -0.2 0.28
H -8.83440 -4.59135 -4.96900 -0.3 0.4 -0.8 0.36
H -9.58775 -6.07555 -4.70096 0.4 -0.7 0.5 0.38
H -6.94774 -5.66186 -6.32828 -0.2 0.0 -0.1 0.33
H -6.83416 -5.81346 -4.59215 -0.2 -0.1 0.2 0.44
H -7.44747 -7.17620 -5.56109 0.3 -0.1 0.0 0.24
C -0.92256 8.12061 -4.73900 -0.4 0.8 0.4 -1.36
C -1.80815 8.81454 -3.66527 -0.1 1.0 -0.2 -0.37
N -3.03426 9.50129 -4.11356 -0.8 -0.4 -1.4 0.06
C -2.78103 10.42359 -5.24054 -0.9 -0.5 -0.3 -0.49
C -4.04858 11.00230 -5.96587 0.8 -0.2 0.6 -1.28
C -3.84201 10.02467 -3.01159 0.2 -0.4 -0.1 -0.43
C -4.48226 8.87422 -2.21177 0.4 0.4 0.1 -1.25
H -1.58553 7.69011 -5.48949 0.2 -0.5 0.1 0.36
H -0.25536 7.41547 -4.24330 -0.4 -0.4 -0.1 0.38
H -0.21786 8.76493 -5.26469 -0.3 0.5 0.0 0.31
H -2.08391 8.07324 -2.91524 0.0 0.1 -0.1 0.24
H -1.30138 9.64561 -3.17475 1.1 -0.3 0.5 0.43
H -2.06100 11.18949 -4.95239 0.0 0.6 0.1 0.37
H -2.30126 9.84551 -6.03031 0.2 -0.1 0.2 0.31
H -4.69773 10.18388 -6.27711 -0.1 0.0 0.3 0.31
H -4.59231 11.75387 -5.39348 -0.1 -0.2 0.2 0.35
H -3.75608 11.50249 -6.88910 0.3 0.0 0.0 0.42
H -4.60728 10.71156 -3.37301 -0.3 -0.5 -0.5 0.30
H -3.29754 10.72275 -2.37570 0.7 -0.1 0.6 0.34
H -5.11020 8.28788 -2.88258 -0.2 0.1 0.2 0.30
H -5.01114 9.25040 -1.33605 -0.5 0.1 -0.3 0.41
H -3.75835 8.19964 -1.75460 0.3 0.0 -0.3 0.32
C 4.42653 -6.39666 -2.14029 -0.2 -0.3 0.9 -1.26
C 3.94801 -7.10384 -0.81974 -1.2 0.8 -1.4 -0.38
N 2.49978 -7.50754 -0.87103 0.6 -0.3 0.3 0.03
C 2.30454 -8.62526 -1.83256 -0.2 0.3 0.0 -0.45
C 0.83426 -8.84507 -2.27883 0.8 0.1 0.7 -1.21
C 1.92543 -7.83824 0.48325 0.2 -0.1 -1.2 -0.33
C 1.68492 -6.61793 1.32641 0.4 0.7 -0.1 -1.18
H 5.30529 -5.82977 -1.83283 0.3 -0.2 -0.4 0.42
H 3.72658 -5.64648 -2.50824 -0.3 -0.2 0.2 0.31
H 4.66343 -7.07458 -2.96029 0.1 0.0 0.1 0.33
H 4.62701 -7.92926 -0.60590 0.0 -0.3 0.2 0.28
H 4.09045 -6.32073 -0.07506 -0.3 -0.4 0.4 0.30
H 2.96085 -8.54772 -2.69937 0.0 0.7 0.0 0.37
H 2.65609 -9.54813 -1.37124 -0.1 -0.5 0.2 0.29
H 0.28236 -7.96062 -2.59704 0.3 0.3 0.2 0.30
H 0.78271 -9.53977 -3.11718 0.1 -0.3 0.3 0.39
H 0.38049 -9.25577 -1.37688 -0.7 -0.2 -0.5 0.29
H 2.50856 -8.58416 1.02330 0.5 -0.2 0.0 0.34
H 0.94814 -8.29425 0.32497 0.1 -0.1 -0.2 0.23
H 2.55053 -5.95563 1.33904 0.1 0.0 0.0 0.30
H 1.49291 -6.86217 2.37120 -0.3 -0.1 -0.1 0.36
H 0.87091 -6.05541 0.86919 -0.1 0.1 0.3 0.30
C 3.81585 9.21131 3.56602 -1.4 0.6 -0.6 -1.26
C 4.09624 10.69233 3.85930 0.2 -0.9 0.4 -0.54
N 4.49550 11.45190 2.65723 -0.3 0.0 0.8 0.05
C 3.33263 11.71522 1.79839 0.5 0.7 -0.8 -0.44
C 3.81083 12.02412 0.37079 -0.5 -0.4 -0.5 -1.26
C 5.07529 12.75304 3.06791 0.4 -0.2 0.1 -0.52
C 6.53497 12.60432 3.37339 1.1 0.0 0.0 -1.24
H 3.42358 8.63238 4.40211 0.7 0.2 0.5 0.41
H 4.65871 8.72365 3.07625 -0.1 0.0 0.1 0.29
H 2.91971 9.17811 2.94639 0.2 -0.2 -0.7 0.28
H 3.26501 11.19746 4.35124 -0.6 -0.1 0.0 0.39
H 4.82225 10.61535 4.66867 0.8 0.8 -0.4 0.38
H 2.54885 10.95864 1.76133 0.5 -0.4 0.3 0.41
H 2.83207 12.60532 2.17954 -0.3 0.3 0.1 0.31
H 4.73216 12.60616 0.34906 -0.2 0.2 0.1 0.29
H 4.00291 11.15845 -0.26310 0.2 -0.5 0.5 0.32
H 3.01366 12.49252 -0.20649 0.0 0.6 0.2 0.37
H 4.59346 13.17893 3.94800 -0.5 -0.2 0.3 0.35
H 4.98028 13.54337 2.32331 -0.3 -0.4 -0.4 0.45
H 6.98368 13.51975 3.75907 -0.2 0.2 0.2 0.41
H 7.11431 12.38844 2.47570 -0.1 -0.3 -0.1 0.28
H 6.73832 11.81831 4.10068 -0.1 0.0 0.0 0.27
C -2.26276 -3.72201 8.84932 -1.0 1.0 -1.4 -1.49
C -1.67967 -4.51439 9.97604 -0.1 -0.4 1.0 -0.26
N -2.63166 -5.20009 10.84354 -1.5 -0.1 -0.2 -0.10
C -3.47456 -6.15512 10.11351 -1.2 1.1 0.0 -0.41
C -4.66611 -6.66591 10.94009 1.2 -1.0 0.5 -1.22
C -1.97504 -5.83601 11.96515 0.5 1.0 0.7 -0.35
C -1.18193 -4.82329 12.83434 1.0 -1.1 -0.1 -1.42
H -3.20487 -3.19979 9.01610 -0.3 -0.3 0.9 0.39
H -2.48764 -4.27325 7.93628 0.3 -0.5 0.1 0.36
H -1.68725 -2.86538 8.49846 0.8 -0.3 0.3 0.38
H -1.02989 -5.30104 9.59252 0.7 0.1 -0.4 0.34
H -1.12646 -3.87636 10.66521 0.2 0.1 -0.6 0.31
H -2.95883 -7.02753 9.71226 0.6 -0.3 0.2 0.31
H -3.86596 -5.65637 9.22686 0.0 0.2 0.0 0.34
H -4.19840 -7.18225 11.77839 -0.3 -0.1 0.3 0.30
H -5.14440 -7.48888 10.40899 -0.4 0.3 -0.2 0.40
H -5.36405 -5.96386 11.39627 0.1 0.3 -0.6 0.32
H -2.67366 -6.32336 12.64523 -0.2 0.1 -0.3 0.29
H -1.33333 -6.61881 11.56079 0.6 -0.3 0.2 0.36
H -0.31631 -4.43643 12.29664 -0.4 0.7 -0.3 0.41
H -1.77326 -4.06944 13.35411 -0.1 0.1 -0.5 0.31
H -0.59445 -5.34329 13.59102 -0.5 -0.5 0.4 0.43
C 10.51129 -2.88516 8.16260 1.6 0.5 0.4 -1.29
C 10.10850 -2.34408 6.80954 -0.9 -1.0 1.1 -0.50
N 9.35625 -3.37728 6.09858 0.6 0.7 -0.3 0.04
C 8.47193 -2.72967 5.13968 -1.0 -0.7 -0.1 -0.45
C 7.19222 -2.25325 5.85322 0.9 0.3 0.2 -1.11
C 10.35971 -4.24763 5.47470 -1.8 -1.6 0.5 -0.34
C 9.74838 -5.57960 4.97988 -0.1 0.5 -1.4 -1.34
H 11.25528 -3.67986 8.10729 -0.1 -0.3 -0.3 0.31
H 9.74735 -3.23237 8.85824 -0.3 0.4 -0.4 0.29
H 11.10512 -2.07489 8.58559 -0.2 0.1 0.7 0.42
H 9.49540 -1.46176 6.99318 0.0 0.0 -0.3 0.44
H 11.00524 -2.05020 6.26402 0.2 0.2 -0.2 0.28
H 8.95947 -1.93419 4.57611 0.2 0.3 -0.1 0.33
H 8.14810 -3.49188 4.43097 0.2 0.1 -0.3 0.31
H 6.63393 -1.48286 5.32130 -0.1 -0.4 -0.4 0.36
H 6.60526 -3.14105 6.08853 -0.2 0.3 0.1 0.30
H 7.49527 -1.75226 6.77260 -0.2 -0.2 0.3 0.27
H 11.00809 -4.66329 6.24602 0.5 0.9 0.1 0.24
H 10.88155 -3.68257 4.70238 0.4 -0.3 -0.2 0.37
H 9.13845 -6.15125 5.67937 0.5 0.2 0.6 0.32
H 10.57322 -6.16940 4.58004 -0.1 -0.3 0.2 0.40
H 9.06348 -5.46487 4.13973 0.0 0.3 -0.3 0.35
C -4.20374 0.85887 -1.76938 0.3 -0.5 0.1 -1.21
C -3.38889 0.25264 -0.64777 0.2 -0.2 0.0 -0.51
N -2.34241 1.10946 -0.17312 1.2 1.6 0.5 0.03
C -1.84127 0.71965 1.13766 0.5 -0.1 0.7 -0.36
C -0.91613 1.73736 1.81244 -0.1 0.1 0.5 -1.35
C -1.22067 1.29037 -1.12354 0.2 -0.5 -0.6 -0.66
C -0.59426 -0.01308 -1.61946 0.2 -0.1 -0.1 -1.07
H -4.84533 0.05041 -2.11989 -0.4 0.3 -0.2 0.35
H -3.59986 1.20241 -2.60926 0.0 0.1 0.1 0.31
H -4.76397 1.68021 -1.32257 -0.2 0.0 -0.4 0.30
H -4.11420 0.07156 0.14547 0.3 0.0 0.4 0.40
H -2.93257 -0.70802 -0.88652 -0.4 -0.5 -0.4 0.43
H -2.64740 0.45698 1.82269 -0.4 0.4 -0.2 0.45
H -1.27057 -0.20891 1.12428 0.2 -0.5 -0.4 0.22
H -1.36721 2.72429 1.91544 0.1 0.2 -0.8 0.31
H -0.72067 1.52536 2.86361 -0.2 -0.7 0.1 0.43
H 0.08402 1.73465 1.37910 -0.2 0.5 -0.3 0.32
H -0.39665 1.91908 -0.78617 -0.3 -0.1 1.1 0.37
H -1.43902 1.87835 -2.01500 -1.1 -0.1 -0.1 0.29
H -0.31489 -0.69815 -0.81900 0.0 0.1 0.1 0.27
H 0.31924 0.24756 -2.15395 0.0 -0.1 -0.1 0.41
H -1.23668 -0.57411 -2.29816 0.0 0.1 -0.1 0.29

=====

13
Properties=species:S:1:pos:R:3:forces:R:3:mulliken_charge:R:1 method="wB97M-V/def2-TZVPD" relative_energy_ev=4.830 e_homo_ev=-9.2 orbital_gap_ev=9.9 energy_ha=-377.7818 spin_multiplicity=1
N 1.32235 0.74904 0.59557 -0.1 0.1 0.1 -0.32
C 0.09569 1.31033 0.79046 0.0 0.1 0.2 0.55
O -0.14779 2.17819 1.61696 0.2 -0.7 -0.7 -0.61
C -0.99202 0.76493 -0.15257 -0.1 -0.3 0.1 -0.49
O -1.42700 -0.60325 0.20707 0.4 0.2 -0.2 -0.08
C -0.89014 -1.67723 -0.34330 -0.1 0.6 -0.4 -0.30
N 0.30345 -1.46428 -1.00857 -0.6 -0.6 0.6 -0.57
H 2.09734 1.06484 1.16500 -0.3 -0.1 -0.2 0.22
H 1.45510 0.04819 -0.13036 -0.1 0.3 0.3 0.26
H -0.65435 0.76498 -1.19646 -0.1 0.1 0.3 0.37
H -1.88937 1.37256 -0.02596 0.2 -0.1 0.0 0.24
H 0.23178 -2.19655 0.04364 0.5 0.1 -0.4 0.39
H 0.49497 -2.31175 -1.56149 -0.1 0.2 0.3 0.35